1.
H80O40 | wB97M-V/def2-TZVPD

Summary:
F_max in eV/A: 12.72
Relative energy (zero: lowest compared OMol25 entry of this formula, charge and spin) in kJ/mol: 1132.9
Kohn-Sham gap (spin up / spin down) in Eh: 0.08294 / 0.34904
2S+1: 2
<S²>: 0.7511
Charge: -1

```
120
Properties=species:S:1:pos:R:3:forces:R:3
H 2.00471 4.68787 1.57372 1.344 -1.100 -0.534
H 1.49978 4.70864 0.31386 -1.923 0.721 -2.432
O 2.21287 4.25363 0.69007 0.435 0.607 3.421
H -2.42341 2.03008 -6.26377 -2.221 2.220 -0.616
H -0.92303 2.13321 -5.90252 3.941 3.676 0.597
O -1.63230 1.63802 -6.06625 -1.549 -6.589 -0.663
H 1.21176 -0.88998 4.25378 0.676 -0.080 -0.979
H 1.43147 -1.90791 5.16987 0.513 -1.391 0.151
O 1.78310 -1.69083 4.29819 -0.211 2.006 0.268
H 1.17112 3.19088 -5.36428 0.522 -0.114 -0.303
H -0.13290 3.76589 -4.96764 0.689 -1.011 -2.319
O 0.32650 3.34806 -5.79748 -0.752 1.566 2.946
H -1.54708 3.92189 1.88847 -1.115 2.617 0.875
H -2.77346 4.81432 2.46038 0.358 -0.095 -0.221
O -1.84585 4.87864 2.18109 1.187 -2.570 -0.494
H -5.22400 -0.92751 3.92118 -2.323 -2.147 3.779
O -4.81098 -0.51866 3.24989 2.270 0.487 -3.331
H 0.69298 1.02936 -1.52189 0.480 -1.933 -1.496
O 0.67216 0.29341 -2.22282 -6.282 4.778 0.327
H -0.65146 -3.62952 5.03435 0.219 1.426 -0.123
H -0.43487 -2.00445 4.88768 -0.827 -1.118 0.007
O -0.15806 -2.83474 5.32993 -0.570 -0.532 0.644
H -2.54088 -4.22375 3.37512 0.236 2.515 -1.583
H -2.70913 -2.82165 2.50423 -2.938 1.522 -1.293
O -2.14018 -3.40933 2.90298 2.543 -4.130 2.735
H 1.20561 3.32869 -1.79737 1.202 0.503 0.493
H 2.65105 3.53084 -1.02997 -1.372 -0.081 -1.469
O 2.15984 3.56877 -1.90752 0.323 -0.533 0.573
H 3.54495 -0.27589 3.57373 -0.254 -0.503 -2.339
H 3.41918 -0.72541 1.95809 0.613 0.041 1.587
O 3.60814 -0.01543 2.60535 -0.109 0.372 0.936
H -1.94525 -0.95957 2.89825 0.368 -0.288 0.107
O -2.13297 -0.38838 3.64812 3.975 -0.167 -0.345
H 0.18844 -5.04721 0.18575 -0.518 -0.867 0.125
H -1.09294 -5.50313 0.92433 -4.801 -7.448 2.240
O -0.61721 -4.84675 0.68488 5.292 7.751 -2.601
H -2.75996 -0.13364 1.54067 2.343 2.206 1.489
H -2.89581 -0.82233 0.18817 -0.331 0.192 0.912
O -3.35228 -0.58705 1.02642 -2.159 -2.780 -2.697
H -5.82543 2.42986 2.62809 2.059 -0.572 -1.248
H -4.86645 1.95725 1.36090 -0.379 0.158 1.617
O -4.89977 2.11989 2.34935 -1.580 0.430 -0.333
H 2.18986 -0.54721 0.78648 5.023 0.698 6.088
H 1.05331 -1.22256 0.32560 -3.120 -3.196 0.688
O 1.64816 -0.58331 0.12604 -2.142 2.647 -6.746
H -2.51700 -4.04191 -4.89491 0.147 0.962 -2.785
H -2.53101 -3.85034 -3.49272 -0.025 -2.387 -0.828
O -2.55514 -4.62172 -4.17909 -0.091 1.292 3.628
H -0.08032 5.76554 3.38340 1.025 -1.842 1.014
H 0.27207 4.44363 4.24458 -0.903 -0.821 0.477
O 0.63755 5.17037 3.77394 0.048 2.521 -1.689
H -2.52108 0.59962 -1.00962 -2.356 2.466 -0.292
O -3.16546 1.42373 -1.03167 2.996 -0.933 0.862
H 4.64153 0.50788 -0.52594 -1.751 -2.299 -1.374
H 5.58701 1.20275 0.01095 -0.129 1.554 0.798
O 4.62652 1.34815 -0.12673 1.789 0.651 0.440
H -1.98005 -3.07796 -1.10881 -1.889 0.146 -0.747
O -1.07722 -2.78958 -1.07184 0.906 -1.466 1.929
H -0.57211 4.79054 -2.22073 0.386 -1.149 2.572
H -1.35389 3.74526 -1.44329 0.951 0.428 0.434
O -0.54440 4.30956 -1.30367 -1.419 0.745 -2.813
H -2.31101 -1.74771 -3.91352 0.599 -0.943 1.036
H -1.58888 -1.82722 -2.31514 1.843 -3.131 3.638
O -1.89922 -1.50207 -3.07820 -2.486 4.696 -5.527
H -1.04435 1.23931 1.85900 2.111 -1.740 4.242
H -0.72584 1.15530 0.31227 0.768 -0.610 0.455
O -1.23992 1.49807 1.03366 -3.025 2.363 -4.760
H 1.50918 0.90671 -5.41557 -0.329 -0.292 0.031
H 1.65107 0.07572 -6.61328 0.861 -0.062 -2.923
O 1.35890 0.01117 -5.74954 -0.579 0.298 2.888
H 2.76493 2.79896 4.51106 1.925 0.893 -1.734
H 2.51332 1.57979 5.42861 -0.542 1.669 -0.777
O 2.14068 2.44094 5.07905 -1.325 -2.563 2.730
H 1.89413 -1.95640 -3.31156 2.402 -0.204 0.355
H 3.39232 -1.43041 -3.30440 1.087 2.626 -0.854
O 2.85351 -2.11253 -3.01796 -3.147 -1.588 0.318
H 3.32956 1.24403 -2.27004 0.727 2.537 1.300
H 2.40054 0.85220 -3.45015 0.810 -0.150 1.216
O 3.02390 0.52879 -2.75631 -0.136 -1.790 -2.696
H -3.35896 1.55974 -4.62719 0.541 -0.126 -0.742
H -3.83486 2.58199 -3.84744 -1.957 1.488 4.920
O -3.51636 2.51037 -4.67286 0.798 -1.024 -3.718
H -4.23317 -1.29036 -2.61343 -1.508 2.549 0.592
H -4.30964 0.18774 -3.05757 0.409 0.386 -0.502
O -4.78914 -0.40687 -2.49081 0.975 -3.000 -0.156
H -0.48235 0.90826 4.86158 1.111 0.526 0.354
H -0.03041 -0.05156 6.17539 3.919 -0.195 3.852
O -0.53738 0.21554 5.50993 -4.452 -0.329 -3.726
H 5.38508 -2.63250 -1.01274 -3.175 -0.762 1.005
O 6.10261 -2.47292 -1.54243 3.490 0.920 -2.288
H 3.10426 -2.77798 -1.41984 -0.523 1.521 -1.830
H 2.34307 -3.27683 -0.13153 1.927 0.164 -0.940
O 3.20233 -3.34032 -0.67862 -1.231 -1.603 3.089
H -3.99556 1.11052 -1.32807 -1.258 -1.158 -0.351
H -4.95968 0.40665 3.30121 -0.355 1.628 -0.220
H -0.93633 -3.48778 -0.35493 0.896 1.068 -0.458
H 1.40424 -0.16749 -2.07196 4.940 -2.997 1.424
H -3.03297 -0.31129 3.58074 -4.092 0.292 0.016
H 5.93469 -2.66915 -2.47935 -0.462 -0.073 0.862
O 2.48247 -5.56212 2.16053 -7.594 -8.782 4.871
H 2.67762 -5.22927 2.94359 1.606 2.711 4.942
H 2.86688 -5.25630 1.51131 6.318 5.263 -9.702
O -1.35778 2.10273 -2.79774 -0.879 0.586 -4.072
H -1.27939 1.49826 -3.61926 0.201 1.007 2.385
H -0.89959 1.78161 -2.05866 0.866 -1.376 0.808
O -4.24705 4.81980 0.94270 -1.586 -0.941 1.830
H -4.00685 5.35079 0.22936 0.801 1.327 -1.820
H -3.66064 4.07060 0.93662 0.294 -0.513 -0.295
O 5.18326 -2.63088 1.47111 1.801 1.791 2.134
H 4.45371 -2.95372 1.96286 -1.179 -0.728 -0.011
H 5.19754 -2.88977 0.58798 -0.731 -1.171 -1.611
O 2.19424 -4.45368 -3.07664 -2.462 -0.270 4.124
H 2.62408 -4.45238 -2.12601 -0.546 -0.070 -2.689
H 1.24981 -4.17648 -2.71229 2.440 -0.919 -1.621
O 0.60305 2.34731 2.60751 1.382 0.494 -0.263
H 0.53265 3.26688 2.32517 -0.680 0.218 0.266
H 1.49651 2.22502 2.22729 -0.356 -0.786 0.377
O 1.41883 -3.41420 1.56518 4.668 5.284 -1.273
H 0.96024 -2.80476 2.11210 -0.055 2.096 1.053
H 0.82178 -4.02833 1.67188 -4.688 -6.263 0.377
```
Positions in Å, forces in eV/Å.

---

2.
H80O40 | wB97M-V/def2-TZVPD

Summary:
F_max in eV/A: 2.08
Relative energy (zero: lowest compared OMol25 entry of this formula, charge and spin) in kJ/mol: 169.6
Kohn-Sham gap (spin up / spin down) in Eh: 0.07309 / 0.35471
2S+1: 2
<S²>: 0.7513
Charge: -1

```
120
Properties=species:S:1:pos:R:3:forces:R:3
H 0.32921 -5.83788 3.39489 0.062 0.060 0.113
H -0.55038 -5.08186 4.39680 -0.080 0.077 -0.096
O -0.26977 -5.08934 3.47704 0.565 -0.224 0.026
H 4.49749 -2.85629 1.12113 -0.244 0.080 -0.036
H 5.05089 -1.56860 0.43575 -0.083 -0.284 -0.362
O 4.94182 -2.02247 1.28288 0.702 0.375 0.337
H 5.40254 -1.87537 -4.05378 0.331 0.388 0.071
H 3.96705 -1.94902 -4.40651 0.439 0.606 -0.353
O 4.63914 -1.29263 -4.16826 0.366 -1.119 0.243
H -5.24057 -3.70008 0.07338 0.012 0.370 -0.019
H -4.27810 -2.79801 0.95486 -0.395 -0.406 -1.441
O -4.43879 -3.70300 0.59981 0.355 -0.419 1.062
H -0.90749 3.92049 0.77764 0.191 1.006 -0.795
H -1.87084 4.07489 -0.57799 0.852 0.463 0.049
O -1.68623 3.66185 0.26806 -0.886 -0.444 0.358
H -1.51923 -0.68026 -0.58507 1.046 1.093 0.444
O -1.96139 0.00831 -1.10924 -0.942 -0.713 -1.563
H 2.79813 1.01280 -5.73384 -0.279 0.101 0.222
O 3.40026 1.74344 -5.95544 -0.242 0.706 -0.532
H -3.04766 -0.03695 4.75758 -0.687 -0.095 0.166
H -3.31833 -1.04013 5.95861 -0.376 0.094 -0.358
O -2.80071 -0.29099 5.65218 0.623 0.134 0.544
H -1.00834 1.02525 -5.37350 0.001 0.065 -0.141
H -0.20478 0.41298 -4.27106 0.276 -0.055 -0.018
O -0.09687 0.79537 -5.15405 -0.372 0.219 0.080
H -3.81957 -2.10775 -4.07157 0.151 0.209 0.168
H -2.26997 -1.88703 -4.29265 0.058 0.211 0.348
O -3.06611 -2.28790 -4.64129 -0.298 -0.398 -0.834
H 0.17634 0.24537 2.79835 0.018 -0.446 0.114
H 1.18755 1.12781 2.23967 0.504 0.001 -0.016
O 1.08647 0.19978 2.47771 -0.353 -0.248 0.673
H -1.78026 5.76500 2.33367 -0.053 -0.467 0.469
O -0.85007 5.97372 2.44478 0.643 0.697 -0.460
H -3.32548 -0.56160 2.58806 0.399 -0.993 1.300
H -2.02903 -0.65183 3.66055 -0.264 -0.742 -0.134
O -2.38726 -0.40254 2.80565 0.608 0.612 -1.130
H 2.35630 -0.18862 -1.70624 -0.304 -0.175 0.229
H 1.06732 -0.49454 -2.46705 0.025 0.051 0.018
O 1.98904 -0.22456 -2.60154 0.040 0.028 0.321
H -1.31614 -4.39242 -0.84329 0.428 0.214 0.391
H -0.92174 -5.75119 -0.76712 0.486 -0.452 0.599
O -0.75771 -4.94807 -0.24649 -1.003 0.099 -1.399
H -1.90865 -5.06459 1.64784 0.269 -0.101 0.520
H -3.28904 -4.56360 1.82331 -0.250 -0.329 0.059
O -2.56282 -4.93268 2.35128 -0.592 0.337 -0.715
H 0.11704 2.51629 0.16742 0.857 -0.782 -0.280
H 0.71149 1.04107 0.51946 0.133 0.210 -0.470
O 0.05113 1.71591 0.71552 -0.992 -0.102 0.411
H 1.03889 3.14515 3.56779 -0.194 -0.251 0.037
H 2.53886 2.83995 3.37758 -0.234 -0.376 -0.036
O 1.86547 3.00333 4.04597 0.294 0.556 0.178
H 2.03136 3.65890 0.40760 0.396 0.512 -0.368
O 1.26207 3.78372 -0.15455 -0.925 -0.030 0.074
H 1.31346 -3.94934 -0.54543 0.291 -0.135 -0.269
H 0.83802 -2.66045 -1.00585 0.289 0.551 -0.028
O 1.68702 -3.11108 -0.87008 -0.554 -0.637 0.038
H -5.84781 0.40891 -3.04233 0.230 0.092 0.052
O -5.46181 -0.45619 -2.87685 -0.107 -0.410 -0.088
H 0.55477 3.78106 -3.90733 -0.016 -0.153 0.022
H 1.27149 3.29880 -2.63782 0.101 -0.234 -0.261
O 0.73049 4.01413 -2.99097 -0.067 0.196 0.187
H -1.04109 2.99937 4.77689 -0.321 -0.335 -0.006
H -1.56609 2.43195 3.38058 -0.080 -0.180 0.227
O -0.91920 2.98553 3.82566 0.806 0.313 -0.216
H 3.24682 5.69293 1.50955 -0.211 0.261 0.506
H 2.80937 5.05725 2.94112 -0.139 0.576 -0.166
O 3.12716 4.90606 2.04599 0.371 -1.080 -0.286
H 4.61862 0.75707 -3.56053 -0.016 -0.366 -0.154
H 4.19610 1.80989 -4.64753 0.976 -0.867 0.991
O 4.68664 1.68489 -3.78335 0.225 0.800 0.026
H -4.28022 -0.44401 0.60277 -0.223 -0.028 -0.262
H -3.21082 -0.90018 -0.38351 -0.574 0.250 0.171
O -3.91441 -1.24859 0.20790 0.028 0.742 0.331
H 1.81365 -2.19398 1.93773 -0.241 -0.035 0.319
H 2.19805 -3.38561 1.10924 -0.037 0.276 0.233
O 2.36706 -2.98582 1.97705 -0.070 -0.143 -0.285
H -5.09914 3.04360 1.36443 -0.986 0.082 0.249
H -4.43427 2.46657 0.29987 -0.490 -0.716 -0.598
O -5.37115 2.58605 0.55137 1.164 0.577 0.349
H -3.21152 3.26289 2.86679 -0.181 0.350 0.441
H -2.95755 3.98830 1.66831 0.123 0.719 0.006
O -3.11436 4.19320 2.60900 -0.685 -0.588 -0.558
H -5.25989 -2.07180 3.64830 -0.414 1.203 0.200
H -4.43982 -2.67201 2.72467 0.743 0.385 -0.764
O -4.70429 -1.75195 2.91690 -0.691 -1.731 0.930
H 4.35408 1.35843 2.48293 -0.208 -0.114 -0.011
H 3.98531 2.79363 2.18725 0.085 0.092 -0.525
O 3.73538 1.88471 1.95636 0.438 0.470 0.517
H 2.07383 -3.44751 -5.68878 -0.393 -0.242 -0.124
O 2.96034 -3.73069 -5.45213 0.268 0.198 0.164
H 4.59420 3.07511 -2.46933 -0.578 0.186 0.019
H 3.70452 2.63997 -1.36773 -0.178 0.158 0.119
O 3.95867 3.45372 -1.81961 0.452 -0.277 0.021
H 1.38577 4.29034 -0.96001 0.725 0.263 0.121
H -1.93766 0.95224 -0.90300 0.727 -0.450 0.862
H -4.54140 -0.31759 -2.62336 -0.071 0.330 0.080
H 3.07119 2.56823 -5.55518 -0.540 -0.573 -0.521
H -0.45019 5.30868 3.00949 -0.498 -0.293 0.100
H 3.04500 -3.39388 -4.55050 -0.189 -0.641 0.119
O 4.76908 -0.63652 -1.33227 0.791 -0.350 -0.700
H 4.15758 0.10012 -1.27114 0.067 -0.053 0.200
H 4.39072 -1.19598 -2.03096 0.177 0.271 0.128
O -0.74241 -2.22034 0.54184 0.152 0.859 -0.739
H -0.93162 -3.16436 0.53491 -0.110 0.064 1.010
H -1.15911 -1.73504 1.26788 -0.090 -0.637 0.412
O -2.88507 1.71707 1.39443 -0.279 0.240 0.043
H -2.10297 2.19476 1.01646 -0.435 -1.221 0.192
H -2.73190 0.78994 1.66323 0.988 1.136 -0.336
O 2.92447 -0.28920 0.37553 0.051 -0.149 1.286
H 2.96677 -1.07975 0.94613 -0.854 -0.626 -0.773
H 3.66412 0.07666 0.88227 -0.113 1.147 -0.647
O 2.19777 -0.89632 -5.07838 -0.130 -0.466 -0.384
H 2.47216 -1.30544 -4.24104 -0.660 0.912 0.068
H 2.39138 -1.56119 -5.74866 0.019 0.296 -0.216
O -2.33832 -2.76285 -1.86090 0.095 -0.409 0.061
H -2.27010 -2.65167 -0.90350 -0.229 0.205 -0.053
H -2.63763 -1.90163 -2.18815 0.187 -0.121 0.040
O -0.58434 -2.07129 4.67765 -0.153 -0.073 -0.107
H 0.19057 -2.00636 5.24608 -0.012 0.101 -0.117
H -1.32800 -1.76302 5.20736 0.169 0.116 0.283
```
Positions in Å, forces in eV/Å.

---

no.,calculated total energy (eV)
1,-83188.50162
2,-83198.48471